1.
Formula: C17H15BrN2O5
Source: the Open Molecules 2025 dataset
Level of theory: ωB97M-V/def2-TZVPD

Last column: Mulliken charge in e.
CARTESIAN COORDINATES (ANGSTROEM)
C1 -2.269 3.219 0.328  -1.03
C2 -0.811 3.287 0.744  -0.31
O1 -0.115 2.198 0.140  -0.08
C3 1.049 1.838 0.694  -0.05
O2 1.526 2.398 1.655  -0.68
C4 1.646 0.691 -0.011  -0.65
C5 2.844 0.205 0.360  1.09
C6 3.697 0.724 1.466  -1.25
O3 3.441 -0.853 -0.262  -0.40
C7 2.793 -1.474 -1.285  0.89
N1 3.473 -2.572 -1.723  -0.50
C8 1.596 -1.063 -1.762  -0.26
C9 0.987 -1.750 -2.817  -0.84
N2 0.486 -2.314 -3.686  -0.62
C10 0.844 0.101 -1.149  0.51
C11 -0.500 -0.395 -0.660  -0.06
C12 -0.519 -1.236 0.459  -0.21
C13 -1.727 -1.712 0.897  0.00
C14 -2.921 -1.382 0.250  0.91
C15 -2.931 -0.567 -0.852  -0.95
C16 -1.696 -0.087 -1.290  0.50
Br1 -1.735 1.047 -2.809  -0.16
O4 -3.967 -1.982 0.890  -0.49
C17 -3.398 -2.718 1.953  -0.27
O5 -1.998 -2.531 1.956  -0.52
H1 -2.813 4.046 0.774  0.44
H2 -2.352 3.281 -0.753  0.23
H3 -2.711 2.282 0.660  0.21
H4 -0.696 3.218 1.831  0.35
H5 -0.350 4.223 0.408  0.26
H6 3.898 1.783 1.327  0.35
H7 3.181 0.626 2.419  0.27
H8 4.629 0.165 1.492  0.32
H9 3.187 -2.975 -2.599  0.25
H10 4.446 -2.633 -1.474  0.24
H11 0.682 0.878 -1.907  0.96
H12 0.397 -1.498 0.964  0.53
H13 -3.846 -0.309 -1.358  0.49
H14 -3.819 -2.369 2.909  0.25
H15 -3.627 -3.788 1.824  0.26

Computed properties:
E_HOMO: -8.120 eV
Kohn-Sham gap: 8.66 eV
lowest unoccupied orbital energy: 0.0198 Ha
total charge: 0
SMILES string: CCOC(=O)C1=C(C)OC(N)=C(C#N)[C@H]1c1cc2c(cc1Br)OCO2

=====

2.
Formula: C17H15BrO2Tc
Source: the Open Molecules 2025 dataset
Level of theory: ωB97M-V/def2-TZVPD

Last column: Mulliken charge in e.
CARTESIAN COORDINATES (ANGSTROEM)
C1 0.158 2.190 -0.488  -0.58
C2 -1.188 1.886 -0.175  -0.18
C3 -1.242 1.493 1.186  -0.55
H1 -2.025 1.938 -0.852  0.35
C4 0.070 1.514 1.698  -0.20
C5 0.941 1.926 0.659  -0.65
H2 2.013 2.011 0.729  0.42
H3 0.527 2.515 -1.445  0.58
H4 -2.124 1.178 1.717  0.49
H5 0.368 1.217 2.690  0.36
Tc1 0.000 0.000 0.000  0.66
Br1 0.889 -0.549 -2.001  -0.23
C6 4.291 -1.910 -3.190  -0.46
C7 5.118 -0.999 -2.502  -0.31
C8 5.017 0.251 -3.144  -0.41
H6 5.726 -1.222 -1.631  0.41
C9 4.128 0.114 -4.228  -0.36
C10 3.679 -1.222 -4.257  -0.41
H7 2.985 -1.646 -4.975  0.42
H8 4.150 -2.956 -2.942  0.36
H9 5.533 1.160 -2.854  0.39
H10 3.839 0.898 -4.920  0.37
O1 -1.231 -1.741 1.768  -0.74
C11 -2.171 -1.330 0.944  0.83
O2 -1.811 -0.539 -0.052  -0.76
C12 -3.587 -1.572 1.292  0.31
C13 -4.631 -1.087 0.488  -0.28
C14 -5.964 -1.277 0.880  -0.59
C15 -6.261 -1.947 2.071  -0.34
C16 -5.228 -2.434 2.873  -0.51
C17 -3.901 -2.250 2.488  -0.35
H11 -4.422 -0.551 -0.427  0.39
H12 -6.768 -0.897 0.264  0.38
H13 -7.290 -2.086 2.376  0.38
H14 -5.455 -2.945 3.801  0.39
H15 -3.118 -2.623 3.138  0.41

Computed properties:
E_HOMO (alpha / beta): -7.565 / -7.858 eV
multiplicity: 4
Kohn-Sham gap (alpha / beta): 7.43 / 6.28 eV
lowest unoccupied orbital energy (alpha / beta): -0.0050 / -0.0581 Ha
total charge: 0

=====

3.
Formula: C17H15Cl4O4Se2TeW
Source: the Open Molecules 2025 dataset
Level of theory: ωB97M-V/def2-TZVPD

Last column: Mulliken charge in e.
CARTESIAN COORDINATES (ANGSTROEM)
W1 -0.353 -0.310 -0.862  0.39
Cl1 -1.394 4.782 3.260  -0.15
C1 -0.800 3.346 2.548  0.32
C2 0.321 2.707 3.092  0.36
Cl2 1.085 3.388 4.466  -0.15
C3 0.833 1.527 2.531  -0.05
Cl3 2.212 0.749 3.192  -0.16
C4 0.188 0.999 1.415  0.66
O1 0.507 -0.125 0.734  -0.21
C5 -0.947 1.641 0.879  0.41
O2 -1.462 0.972 -0.175  -0.51
C6 -1.447 2.819 1.424  -0.16
Cl4 -2.803 3.584 0.698  -0.15
O3 1.458 -0.017 -6.200  -0.53
C7 1.268 1.156 -5.461  -1.25
C8 0.947 0.713 -4.006  1.56
C9 0.662 1.991 -3.196  -1.42
O4 0.573 1.733 -1.755  -0.17
C10 -0.249 -0.263 -4.125  -1.01
Se1 -1.753 0.033 -2.816  -0.10
C11 2.179 -0.007 -3.454  -1.31
Se2 1.810 -0.964 -1.714  -0.04
H1 1.685 0.188 -7.114  0.35
H2 0.420 1.743 -5.845  0.47
H3 2.166 1.789 -5.479  0.46
H4 -0.278 2.443 -3.535  0.46
H5 1.487 2.691 -3.358  0.60
H6 0.688 2.594 -1.309  0.28
H7 0.078 -1.307 -4.013  0.38
H8 -0.710 -0.193 -5.112  0.54
H9 3.000 0.683 -3.252  0.48
H10 2.514 -0.769 -4.159  0.57
Te1 -1.424 -2.602 -0.741  0.13
C12 -1.281 -4.190 0.813  0.33
C13 -1.933 -5.378 0.536  -0.51
C14 -1.962 -6.377 1.493  -0.55
C15 -1.340 -6.189 2.717  -0.49
C16 -0.669 -5.007 2.975  -0.54
C17 -0.637 -3.999 2.021  -0.15
H11 -2.407 -5.518 -0.420  0.33
H12 -2.479 -7.301 1.286  0.37
H13 -1.388 -6.959 3.472  0.38
H14 -0.172 -4.858 3.922  0.39
H15 -0.101 -3.081 2.235  0.39

Computed properties:
E_HOMO: -10.964 eV
Kohn-Sham gap: 5.60 eV
lowest unoccupied orbital energy: -0.1972 Ha
total charge: +1

=====

Let's list calculated total energy in order: -101131.921; -94205.083; -215955.720 eV.